[1]
# C14H23BFN3O3Si

4 unconnected molecules or ions with the total composition C14H23BFN3O3Si (ωB97M-V/def2-TZVPD, the Open Molecules 2025 dataset).

Atoms and positions in Å:
Si -2.220 1.163 -1.965
F -1.812 1.746 0.678
O -3.974 3.507 -1.020
O -5.565 1.968 -0.150
O -3.800 1.156 -1.503
N 1.316 -0.504 1.803
N -2.742 0.531 -7.364
N 3.054 -1.160 6.701
C -2.580 -1.583 -6.734
C 2.372 -0.372 2.662
C 0.069 2.259 -0.689
C -3.328 -0.870 -5.757
C 5.166 -1.723 7.036
C -3.410 0.430 -6.175
C 4.721 -2.313 5.820
C -2.233 -0.690 -7.712
C 2.980 -1.671 0.931
C 3.414 -1.947 5.641
C 3.423 -1.085 2.149
C -1.080 1.293 -0.445
C 4.114 -1.018 7.556
C 1.676 -1.296 0.746
B -4.439 2.211 -0.884
H 2.149 -0.749 6.832
H -2.643 1.372 -7.901
H 4.030 -0.433 8.455
H -5.940 1.103 -0.350
H -2.326 -2.630 -6.719
H -1.670 -0.820 -8.620
H 5.296 -2.935 5.154
H 2.290 0.216 3.560
H 0.414 -0.081 1.931
H 6.145 -1.807 7.477
H 0.845 1.781 -1.290
H 0.495 2.564 0.267
H 0.980 -1.529 -0.042
H 4.398 -1.176 2.598
H -1.907 -0.080 -2.694
H 3.553 -2.297 0.268
H -3.885 1.288 -5.728
H -0.657 0.317 -0.193
H -3.758 -1.266 -4.852
H -1.912 2.303 -2.849
H -0.257 3.155 -1.217
H 2.717 -2.177 4.855
H -3.478 3.849 -0.267

For the HOMO energy, the calculation gives -8.20 eV. The calculation puts the total energy at -1351.61206 Ha. The maximum force comes out at 0.516 eV Å⁻¹. For the HOMO-LUMO gap, the calculation gives 0.3167 Eh. The multiplicity is 1.



[2]
# C14H23BN6OSn

A molecular structure, C14H23BN6OSn in a non-equilibrium geometry (ωB97M-V/def2-TZVPD, the Open Molecules 2025 dataset).

Atoms and positions in Å:
Sn -0.120 -0.305 0.170
O -1.866 0.613 0.584
N 0.509 0.431 -2.757
N -0.479 0.019 -1.894
N 2.572 -0.778 -1.739
N 0.994 1.535 0.002
N 1.962 1.622 -0.988
N 1.930 -1.574 -0.823
C -2.825 1.238 2.681
C 1.325 -2.349 3.754
C 3.671 -1.413 -2.183
C 3.774 -2.645 -1.550
C 2.201 3.393 0.354
C -2.942 -1.185 2.001
C 2.680 2.766 -0.797
C 1.145 2.596 0.834
C -0.053 0.635 -3.968
C -2.902 0.262 1.495
C -1.392 0.284 -3.888
C 2.646 -2.716 -0.708
C -1.626 -0.133 -2.581
C -4.149 0.555 0.653
B 1.982 0.617 -2.218
H -3.003 2.289 2.383
H 4.295 -0.931 -2.900
H 2.397 -3.518 -0.032
H 2.707 1.075 -3.052
H -4.035 0.082 -0.338
H -2.080 -1.464 2.610
H -1.857 1.185 3.206
H -3.817 -1.272 2.647
H 1.234 -3.458 3.795
H -4.253 1.647 0.504
H 4.509 -3.403 -1.722
H 1.272 -1.870 2.723
H 0.552 2.778 1.730
H -5.086 0.197 1.098
H -3.043 -1.922 1.198
H -2.536 -0.506 -2.126
H 2.551 4.340 0.746
H 2.293 -2.159 4.257
H 3.580 2.989 -1.384
H -2.135 0.326 -4.655
H 0.510 -1.823 4.286
H 0.517 0.948 -4.826
H -3.607 1.003 3.419

For the HOMO energy, the calculation gives -15.88 eV. The calculation puts the total energy at -1189.58501 Ha. Its energy above the lowest of the compared OMol25 structures with the same formula, charge and spin is 0.000 eV. The maximum force comes out at 3.179 eV Å⁻¹. As for the total charge: +2. For the HOMO-LUMO gap, the calculation gives 0.1747 Eh. The multiplicity is 1.



[3]
# C14H23BN6OTi

A molecular structure, C14H23BN6OTi in a non-equilibrium geometry (ωB97M-V/def2-TZVPD, the Open Molecules 2025 dataset).

Atoms and positions in Å:
Ti -0.002 -0.002 0.243
O -0.002 -0.002 2.243
N -0.090 1.718 -0.757
N 0.073 1.747 -2.108
N -1.697 -0.837 -1.983
N 1.388 -0.390 -2.461
N -1.081 -0.334 -3.086
N 1.483 -0.707 -1.147
C 3.205 -1.669 -2.241
C -0.229 -1.589 0.882
C -0.282 2.982 -0.325
C -0.241 3.857 -1.422
C -2.965 -1.265 -3.827
C -1.401 -0.365 4.183
C 2.415 -0.958 -3.144
C -0.002 -0.002 3.663
C -1.819 -0.578 -4.210
C 1.032 -1.025 4.167
C 2.578 -1.475 -0.995
C -0.016 3.034 -2.526
C 0.384 1.411 4.136
C -2.831 -1.397 -2.423
B 0.228 0.472 -3.018
H 0.403 -0.610 1.511
H -3.769 -1.627 -4.468
H 0.566 -2.340 0.772
H -0.428 3.173 0.737
H 2.043 -0.774 3.767
H 1.400 1.685 3.762
H -0.824 -1.550 -0.050
H 0.760 -2.043 3.813
H -1.419 -0.349 5.295
H 0.084 3.266 -3.586
H -0.357 4.939 -1.412
H 2.863 -1.833 -0.006
H 0.517 0.872 -4.126
H -0.351 2.150 3.771
H -1.469 -0.248 -5.189
H 0.404 1.444 5.264
H 2.506 -0.811 -4.220
H -1.699 -1.382 3.851
H -2.152 0.360 3.808
H -0.881 -1.789 1.743
H -3.507 -1.881 -1.714
H 1.074 -1.043 5.282
H 4.110 -2.236 -2.453

For the HOMO energy (spin up / spin down), the calculation gives -15.18 / -15.71 eV. The calculation puts the total energy at -1824.59594 Ha. The expectation value of S² is 2.01. The maximum force comes out at 11.094 eV Å⁻¹. As for the total charge: +2. For the HOMO-LUMO gap (spin up / spin down), the calculation gives 0.3050 / 0.1677 Eh. The multiplicity is 3.



[4]
# C14H23BN6Ti

A molecular structure, C14H23BN6Ti in a non-equilibrium geometry (ωB97M-V/def2-TZVPD, the Open Molecules 2025 dataset).

Atoms and positions in Å:
Ti -0.595 -0.866 -0.026
N 0.918 -3.194 -0.674
N 0.240 -2.617 0.400
N 2.001 -1.173 -1.822
N -0.286 -2.010 -2.625
N -1.211 -1.274 -1.883
N 1.574 -0.177 -0.984
C -1.992 -1.511 -3.980
C 2.518 0.783 -0.966
C 1.414 -4.377 -0.276
C -2.074 -0.620 1.247
C -0.770 -2.177 -3.866
C -2.244 -0.950 -2.725
C 0.380 -3.457 1.475
C 3.575 0.397 -1.809
C 3.211 -0.842 -2.330
C -2.365 0.742 1.898
C 0.349 4.036 0.257
C -1.303 1.204 2.900
C 1.114 -4.574 1.073
C -3.746 0.648 2.561
B 1.098 -2.451 -2.040
H -0.384 1.542 2.403
H -0.031 -3.192 2.439
H -2.608 -1.440 -4.859
H -1.661 2.044 3.513
H -0.220 -2.769 -4.583
H 3.716 -1.502 -3.013
H -1.848 -1.404 1.993
H -4.497 0.406 1.805
H -2.419 1.507 1.106
H -2.899 -0.939 0.581
H 0.996 3.914 -0.620
H -3.736 -0.170 3.289
H 2.423 1.684 -0.372
H -4.053 1.566 3.072
H 1.670 -3.165 -2.822
H -1.026 0.393 3.585
H 0.081 3.041 0.636
H 4.473 0.945 -2.002
H -3.064 -0.338 -2.381
H 1.399 -5.414 1.682
H -0.568 4.557 -0.046
H 1.942 -5.003 -0.980
H 0.845 4.584 1.000

For the HOMO energy (spin up / spin down), the calculation gives -5.36 / -7.76 eV. The calculation puts the total energy at -1750.12727 Ha. The expectation value of S² is 2.01. The maximum force comes out at 3.325 eV Å⁻¹. For the HOMO-LUMO gap (spin up / spin down), the calculation gives 0.2211 / 0.3071 Eh. The multiplicity is 3.



[5]
# C14H23Cl2N2

2 unconnected molecules or ions with the total composition C14H23Cl2N2 (ωB97M-V/def2-TZVPD, the Open Molecules 2025 dataset).

Atoms and positions in Å:
Cl 2.310 -4.241 0.988
Cl -0.350 -2.533 1.293
N 0.845 2.872 1.893
N -2.459 -0.158 -0.165
C 0.499 -4.749 -2.526
C 1.157 -4.143 -0.297
C -0.918 -3.332 -1.202
C 1.725 0.668 0.025
C 1.408 -4.816 -1.484
C -0.664 -4.005 -2.385
C 2.146 2.114 -0.251
C 1.533 3.232 0.696
C -0.469 2.351 1.726
C 2.199 0.108 1.375
C -0.010 -3.400 -0.153
C -1.471 3.121 0.829
C -2.727 2.308 0.503
C -2.511 1.245 -0.596
H -3.298 1.334 -1.353
H 2.134 0.035 -0.776
H -0.530 1.280 1.373
H 3.246 2.152 -0.218
H -3.060 -0.295 0.638
H -0.991 3.400 -0.116
H -0.945 2.310 2.723
H 1.444 -0.547 1.816
H -1.811 -2.732 -1.075
H -1.521 -0.373 0.148
H 2.322 -5.386 -1.577
H -3.538 2.978 0.198
H 0.641 0.586 -0.066
H 0.942 3.882 0.004
H -1.376 -3.941 -3.197
H 0.706 -5.274 -3.449
H 1.874 2.353 -1.289
H -1.566 1.456 -1.104
H -1.739 4.059 1.330
H 2.386 3.863 0.989
H 3.108 -0.490 1.235
H 2.385 0.915 2.082
H -3.059 1.793 1.417

For the HOMO energy, the calculation gives -1.44 eV. The calculation puts the total energy at -1577.09460 Ha. Its energy above the lowest of the compared OMol25 structures with the same formula, charge and spin is 0.000 eV. The maximum force comes out at 0.224 eV Å⁻¹. As for the total charge: -1. For the HOMO-LUMO gap, the calculation gives 0.1489 Eh. The multiplicity is 1.



[6]
# C14H23Cl4N5

7 unconnected molecules or ions with the total composition C14H23Cl4N5 in a non-equilibrium geometry (ωB97M-V/def2-TZVPD, the Open Molecules 2025 dataset).

Atoms and positions in Å:
Cl -0.114 -1.225 -2.145
Cl 4.168 1.648 -3.324
Cl 3.188 2.300 0.825
Cl -0.282 1.895 -1.023
N 1.456 -2.348 0.965
N -2.851 1.150 2.635
N 1.586 -0.591 -6.798
N 0.338 2.492 3.023
N -3.659 -3.587 -0.303
C 3.639 1.422 -0.674
C -1.048 -0.702 -0.669
C 1.933 -0.952 -5.772
C -0.829 4.373 1.654
C -0.161 3.324 2.412
C -0.373 0.436 0.002
C -2.639 0.636 5.173
C -2.762 0.897 3.754
C 3.320 2.289 -1.878
C 1.086 -4.121 -0.911
C -3.793 -2.796 0.508
C -3.942 -1.732 1.510
C 2.374 -1.423 -4.459
C 1.304 -3.110 0.116
H 0.638 0.227 0.345
H -1.070 -1.583 -0.036
H 2.260 2.315 -2.103
H 3.398 -1.777 -4.539
H 1.718 -2.227 -4.135
H -3.530 0.169 5.585
H 1.395 -5.079 -0.487
H 4.693 1.186 -0.626
H -3.095 -1.771 2.190
H 0.024 -4.164 -1.137
H -2.022 -0.457 -1.075
H -0.157 5.223 1.597
H -3.927 -0.789 0.965
H 3.671 3.305 -1.720
H 3.015 0.531 -0.687
H -4.877 -1.801 2.057
H -1.068 3.989 0.660
H 2.305 -0.597 -3.755
H -2.537 1.593 5.693
H 1.682 -3.928 -1.796
H -0.901 0.707 0.918
H -1.798 4.616 2.086
H -1.758 0.036 5.378

For the HOMO energy, the calculation gives -10.67 eV. The calculation puts the total energy at -2661.76922 Ha. Its energy above the lowest of the compared OMol25 structures with the same formula, charge and spin is 0.000 eV. The maximum force comes out at 1.191 eV Å⁻¹. For the HOMO-LUMO gap, the calculation gives 0.4048 Eh. The multiplicity is 1.